{
  "formula": "C8H14O2Si",
  "method": "ωB97M-V with the def2-TZVPD basis set",
  "elements": ["C", "C", "C", "C", "C", "C", "C", "C", "O", "O", "Si", "H", "H", "H", "H", "H", "H", "H", "H", "H", "H", "H", "H", "H", "H"],
  "positions_angstrom": [[-1.4599, 0.9344, 0.9402], [-0.5242, 1.2985, 0.0175], [-1.6069, -0.4487, 1.4003], [-2.8028, 1.2665, 0.3692], [-1.1521, 1.2043, -1.3777], [-2.1597, -0.9259, 0.0513], [-2.4701, 0.3950, -0.8370], [3.0677, -1.7844, -0.4571], [3.7747, 1.1209, -0.4345], [3.4556, -0.1044, 1.8110], [2.8805, -0.0126, 0.3393], [-0.6226, -0.8035, 1.7936], [-2.4061, -0.5616, 2.1313], [-3.6437, 0.7726, 0.8351], [-2.9949, 2.3115, 0.1059], [-1.4114, 2.2359, -1.8771], [-0.3449, 0.6266, -2.0153], [-1.4308, -1.5473, -0.4017], [-3.0086, -1.4408, 0.1064], [-3.2705, 0.2142, -1.6263], [3.4406, -1.7514, -1.5203], [3.9580, -2.1546, 0.0471], [2.3003, -2.4727, -0.2703], [4.2579, 1.1267, -1.1900], [4.1740, 0.5005, 2.0591]],
  "forces_ev_per_angstrom": [[1.55, 1.97, -0.56], [-0.48, -0.44, 1.26], [0.78, -0.11, 1.58], [-0.79, 0.69, -1.71], [0.49, -0.20, -0.13], [3.38, 2.07, -1.97], [0.05, -0.32, -1.60], [2.23, 1.87, -0.72], [-1.82, 0.34, 3.34], [1.21, 0.19, 2.35], [-1.45, -0.84, -2.71], [-0.95, -0.46, -0.66], [0.34, 0.02, 0.49], [-0.29, 0.44, 0.73], [0.00, -0.18, 0.29], [0.40, -2.00, 0.74], [-1.94, 1.08, 0.90], [0.73, -0.66, -0.76], [-3.61, -2.14, 0.50], [0.81, 0.11, 0.95], [-1.02, 0.05, 0.77], [0.14, -0.17, 0.42], [-1.25, -0.79, -0.06], [1.92, -0.22, -3.39], [-0.45, -0.27, -0.06]],
  "orbital_gap_ev": [7.581, 7.074],
  "e_above_lowest_kcal_mol": 152.5,
  "fmax_ha_per_bohr": 0.086,
  "total_energy_ev": -20490.4702,
  "homo_energy_ev": [-7.57, -6.83]
}